A structure of composition C27H36F3GeO2PdSb. Source: the Open Molecules 2025 dataset; level of theory: ωB97M-V/def2-TZVPD.

Summary:
molar mass	750.4	g/mol
HOMO	-7.926	eV
electronic energy	-107360.502	eV
total charge	0

Each line ends with the Löwdin charge.
Cartesian coordinates (Å):
Pd 0.636 -0.766 0.101  0.623
C -1.316 -4.627 2.715  -0.082
C -0.973 -3.557 1.699  -0.336
O -1.218 -2.242 2.187  -0.130
H -1.185 -5.625 2.291  0.076
H -2.351 -4.523 3.043  0.077
H -0.669 -4.551 3.592  0.075
H -1.589 -3.658 0.804  0.112
H 0.073 -3.658 1.380  0.082
H -0.671 -2.108 2.968  0.054
F -6.918 2.012 -2.948  0.062
C -5.762 1.761 -2.304  -0.282
C -5.765 0.864 -1.258  -0.009
C -4.563 0.615 -0.606  -0.126
C -3.389 1.253 -0.992  -0.414
C -3.431 2.151 -2.060  -0.128
C -4.618 2.414 -2.725  0.000
Sb -1.582 0.829 0.052  1.538
C -1.131 2.784 0.750  -0.372
C -2.072 3.809 0.711  -0.113
C -1.764 5.078 1.185  -0.008
C -0.498 5.299 1.688  -0.282
F -0.190 6.530 2.143  0.057
C 0.460 4.308 1.744  -0.001
C 0.133 3.041 1.279  -0.132
C -0.337 0.922 -1.714  -0.413
C -0.829 0.361 -2.904  -0.153
C -0.095 0.396 -4.071  -0.008
C 1.163 0.982 -4.037  -0.278
F 1.891 0.996 -5.170  0.063
C 1.685 1.551 -2.901  -0.010
C 0.919 1.526 -1.735  -0.113
H -6.686 0.376 -0.968  0.120
H -4.556 -0.091 0.217  0.095
H -2.526 2.653 -2.383  0.110
H -4.668 3.108 -3.553  0.121
H -3.065 3.638 0.312  0.092
H -2.486 5.883 1.167  0.119
H 1.438 4.527 2.154  0.122
H 0.871 2.244 1.332  0.064
H -1.810 -0.101 -2.920  0.108
H -0.469 -0.021 -4.997  0.123
H 2.661 2.016 -2.929  0.124
H 1.315 1.998 -0.844  0.092
C 3.764 -0.731 -1.023  -0.216
Ge 2.743 -2.387 -1.153  0.750
C 3.336 -3.305 -2.770  -0.218
C 3.126 -3.483 0.415  -0.218
C 0.773 -2.111 -1.326  -0.333
H 4.797 -1.026 -0.819  0.026
H 3.438 -0.075 -0.215  0.002
H 3.739 -0.198 -1.973  0.007
H 4.411 -3.478 -2.691  0.022
H 3.144 -2.692 -3.650  0.018
H 2.838 -4.266 -2.898  0.020
H 4.041 -4.051 0.241  0.021
H 2.321 -4.190 0.621  0.010
H 3.270 -2.857 1.295  0.004
H 0.183 -3.010 -1.121  0.004
H 0.505 -1.734 -2.310  -0.015
C 2.023 1.125 3.801  -0.064
C 1.340 0.024 2.999  -0.597
C 1.825 -1.346 3.478  -0.077
O 1.585 0.192 1.630  -0.400
H 1.892 0.990 4.878  0.079
H 1.624 2.104 3.538  0.053
H 3.094 1.121 3.583  0.082
H 0.253 0.086 3.197  0.119
H 2.912 -1.357 3.592  0.081
H 1.574 -2.118 2.745  0.042
H 1.392 -1.625 4.445  0.080

A structure of composition C27H36IO3P2PdSi at a distorted geometry. Source: the Open Molecules 2025 dataset; level of theory: ωB97M-V/def2-TZVPD.

Summary:
molar mass	731.9	g/mol
HOMO (alpha / beta)	-15.231 / -16.476	eV
electronic energy	-72732.178	eV
2S+1	5
<S²>	6.070
total charge	+3

Each line ends with the Löwdin spin population.
Cartesian coordinates (Å):
C -0.003 0.123 -5.775  0.033
C -0.011 0.500 -4.350  0.120
H -0.001 1.039 -6.390  0.003
H -0.893 -0.481 -6.015  0.000
H 0.889 -0.482 -6.006  0.000
O -0.025 1.576 -3.821  0.151
I 0.021 -1.943 -3.067  0.048
Pd -0.004 0.283 -1.730  0.774
P 2.069 -0.041 -0.651  0.218
C 2.741 1.046 0.642  0.030
C 2.219 -1.687 0.089  0.027
H 3.253 -1.823 0.451  0.007
H 4.319 -0.139 -1.527  0.011
H 1.972 -2.441 -0.661  0.001
H 3.105 -0.766 -2.697  0.000
H 2.165 0.950 1.571  0.000
H 1.505 -1.750 0.922  -0.001
C 3.318 0.020 -1.962  0.049
H 3.784 0.771 0.852  0.008
H 3.282 0.992 -2.453  0.001
H 2.716 2.090 0.329  0.001
P -2.121 -0.034 -0.740  0.220
C -2.856 1.083 0.507  0.030
C -3.323 0.017 -2.090  0.049
H -1.939 -2.421 -0.652  0.002
H -3.283 -1.809 0.388  0.008
H -1.550 -1.616 0.927  0.003
C -2.244 -1.650 0.055  0.043
H -3.102 -0.793 -2.795  0.000
H -4.343 -0.104 -1.689  0.011
H -3.898 0.796 0.679  0.007
H -2.831 2.111 0.173  0.001
H -3.247 0.976 -2.603  0.002
H -2.306 0.997 1.445  0.000
C -0.027 1.779 -0.397  0.135
O -0.029 2.645 0.364  0.023
O -0.329 -0.651 1.967  0.576
Si -0.015 -0.780 3.496  0.086
C -1.421 -0.271 4.654  0.232
C -1.178 0.016 5.995  0.184
C -2.227 0.369 6.854  0.000
C -3.540 0.450 6.342  0.243
C -3.784 0.173 5.005  0.188
C -2.728 -0.201 4.150  0.012
C 0.440 -2.515 4.097  0.118
C 1.686 -3.085 3.819  0.023
C 2.013 -4.355 4.314  0.013
C 1.069 -5.084 5.046  0.028
C -0.210 -4.551 5.274  0.011
C -0.519 -3.269 4.792  0.034
C 1.327 0.446 4.026  0.110
C 2.602 0.076 4.442  0.018
C 3.570 1.053 4.723  0.020
C 3.239 2.410 4.645  0.026
C 1.941 2.790 4.270  0.004
C 0.995 1.811 3.950  0.036
H -0.156 -0.034 6.383  0.003
H -2.030 0.582 7.899  -0.003
H -4.359 0.738 7.002  0.008
H -4.798 0.240 4.593  0.005
H -2.916 -0.439 3.100  -0.003
H 2.411 -2.540 3.217  0.001
H 3.003 -4.767 4.127  0.001
H 1.319 -6.071 5.442  0.001
H -0.967 -5.117 5.826  0.001
H -1.519 -2.851 4.965  0.004
H 2.848 -0.977 4.551  0.002
H 4.576 0.745 5.002  0.001
H 3.983 3.177 4.877  0.001
H 1.658 3.847 4.221  0.001
H -0.012 2.106 3.640  0.000

A cluster of 8 separate species, C27H36N3O15 in total at a distorted geometry. Source: the Open Molecules 2025 dataset; level of theory: ωB97M-V/def2-TZVPD.

Summary:
molar mass	642.6	g/mol
HOMO	-5.477	eV
electronic energy	-63743.592	eV
total charge	-1

Each line ends with the Löwdin charge.
Cartesian coordinates (Å):
C 1.150 -0.605 -0.667  0.039
C -0.120 0.074 -0.117  -0.287
O -0.282 0.090 1.103  0.127
N -1.109 0.539 -1.160  0.147
H -0.788 0.716 -2.134  0.129
H -1.484 -0.241 -1.237  -0.001
C -2.114 1.385 -0.572  0.003
H 1.563 -1.036 0.147  0.022
H 1.949 0.178 -1.056  0.124
H 0.979 -1.335 -1.451  0.085
H -1.809 2.359 -0.454  0.066
H -2.485 0.984 0.434  0.121
H -3.031 1.622 -1.008  0.062
N -0.345 1.208 -4.902  -0.598
O -0.719 0.780 -3.826  -0.063
O 0.030 2.339 -5.150  -0.042
O 0.070 0.327 -5.760  -0.089
N -1.603 -2.851 -1.474  -0.624
O -1.210 -2.378 -2.494  -0.024
O -2.422 -2.043 -0.920  -0.136
O -0.835 -3.558 -0.868  -0.020
C 3.960 -2.605 -1.990  -0.048
C 4.196 -1.427 -2.981  -0.528
C 4.975 -1.909 -4.170  -0.083
O 2.962 -0.924 -3.383  -0.057
H 3.466 -2.255 -0.976  0.100
H 4.814 -3.108 -1.806  0.024
H 3.260 -3.240 -2.479  0.075
H 4.873 -0.673 -2.251  0.168
H 5.817 -2.463 -3.812  0.051
H 5.599 -1.069 -4.790  0.133
H 4.632 -2.572 -4.894  0.052
H 3.201 -0.225 -4.067  0.129
C 5.043 0.295 3.364  -0.094
C 4.131 0.447 2.235  -0.534
C 4.612 -0.287 1.023  -0.050
O 2.848 -0.020 2.591  -0.002
H 5.245 -0.801 3.616  0.111
H 4.800 0.822 4.314  0.086
H 5.946 0.953 3.183  0.099
H 4.192 1.457 2.174  0.091
H 4.876 -1.245 1.110  0.026
H 5.686 -0.017 0.694  0.127
H 3.819 -0.153 0.265  0.068
H 2.752 -0.931 2.666  0.062
C -3.222 -0.989 2.842  0.097
C -3.875 -2.141 3.497  0.119
C -4.391 -2.117 5.065  -0.414
O -4.856 -3.059 5.641  0.100
C -4.155 -0.836 5.732  0.065
C -3.458 0.350 4.988  0.017
C -3.026 0.322 3.686  -0.405
O -2.581 1.390 3.145  0.049
H -2.911 -1.007 1.886  0.036
H -4.155 -3.067 3.260  0.040
H -4.277 -0.743 6.927  0.146
H -3.378 1.377 5.571  0.149
C -5.335 -0.287 -0.699  0.087
C -5.611 -1.663 -0.135  0.052
C -6.364 -1.819 1.124  -0.401
O -6.668 -2.945 1.666  0.028
C -6.880 -0.582 1.763  0.044
C -6.389 0.720 1.293  0.020
C -5.618 0.968 0.109  -0.483
O -5.203 1.974 -0.369  0.109
H -4.758 -0.364 -1.604  0.097
H -5.222 -2.642 -0.594  0.135
H -7.471 -0.576 2.701  0.116
H -6.733 1.784 1.814  0.169
C 0.979 3.597 -2.097  0.027
C 2.105 3.001 -2.719  0.043
C 3.313 2.618 -1.897  -0.418
O 4.317 2.008 -2.382  0.052
C 3.329 3.079 -0.571  0.016
C 2.165 3.735 0.111  0.077
C 0.891 4.019 -0.642  -0.387
O -0.159 4.602 -0.256  0.048
H -0.113 3.341 -2.588  0.161
H 2.227 2.522 -3.664  0.097
H 4.252 2.869 -0.005  0.111
H 2.126 3.937 1.293  0.152

A structure of composition C27H36N4Os. Source: the Open Molecules 2025 dataset; level of theory: ωB97M-V/def2-TZVPD.

Summary:
molar mass	606.8	g/mol
HOMO	-5.968	eV
electronic energy	-37009.383	eV
total charge	0

Each line ends with the Löwdin charge.
Cartesian coordinates (Å):
Os 0.031 -0.209 -0.141  1.385
C 2.390 1.768 -1.993  -0.216
C 1.740 3.023 -1.420  -0.179
C 0.752 2.782 -0.282  -0.237
N -0.272 1.785 -0.573  -0.137
C -1.450 2.156 -1.068  -0.222
C -1.685 3.465 -1.532  -0.020
C -2.819 4.090 -2.030  -0.086
C -4.089 3.601 -2.261  -0.114
C -4.486 2.286 -2.041  -0.087
C -3.784 1.204 -1.558  -0.019
C -2.445 1.062 -1.102  -0.225
N -1.976 -0.090 -0.657  -0.112
C -2.829 -1.272 -0.737  -0.241
C -2.165 -2.548 -0.245  -0.183
C -0.910 -2.999 -0.979  -0.224
N 0.243 -2.204 -0.584  -0.134
C 1.448 -2.746 -0.491  -0.221
C 1.751 -4.013 -1.026  -0.031
C 2.837 -4.858 -0.837  -0.095
C 3.963 -4.694 -0.056  -0.118
C 4.278 -3.534 0.649  -0.093
C 3.658 -2.307 0.678  -0.021
C 2.467 -1.825 0.065  -0.220
N 2.117 -0.560 0.013  -0.123
C 3.100 0.490 0.204  -0.222
C 3.483 1.137 -1.134  -0.175
H 2.846 2.036 -2.950  0.109
H 1.626 1.024 -2.235  0.088
H 1.242 3.567 -2.227  0.104
H 2.520 3.693 -1.039  0.118
H 0.283 3.727 0.005  0.111
H 1.279 2.427 0.601  0.082
H -0.817 4.107 -1.508  0.083
H -2.666 5.133 -2.288  0.105
H -4.828 4.287 -2.655  0.094
H -5.518 2.062 -2.293  0.105
H -4.375 0.303 -1.497  0.081
H -3.155 -1.413 -1.777  0.124
H -3.743 -1.119 -0.150  0.114
H -2.911 -3.344 -0.331  0.118
H -1.923 -2.461 0.813  0.086
H -1.060 -2.947 -2.066  0.126
H -0.734 -4.050 -0.735  0.108
H 0.996 -4.400 -1.699  0.092
H 2.764 -5.800 -1.371  0.103
H 4.654 -5.524 0.010  0.092
H 5.175 -3.587 1.258  0.103
H 4.150 -1.582 1.313  0.094
H 4.033 0.108 0.617  0.094
H 2.723 1.214 0.928  0.099
H 3.977 0.360 -1.725  0.114
H 4.251 1.893 -0.926  0.114
C -0.322 0.086 4.128  -0.079
C -0.961 0.270 2.749  -0.645
C -2.234 -0.569 2.692  -0.062
C -1.327 1.747 2.566  -0.056
C 0.074 -0.113 1.682  -0.215
H -1.019 0.371 4.920  0.082
H 0.574 0.702 4.227  0.081
H -0.031 -0.955 4.289  0.085
H -2.911 -0.274 3.499  0.087
H -2.011 -1.630 2.818  0.081
H -2.754 -0.428 1.747  0.057
H -1.985 2.073 3.378  0.087
H -1.845 1.912 1.622  0.067
H -0.437 2.379 2.582  0.081
H 1.054 -0.278 2.164  0.055

A structure of composition C27H36N5O11P2W at a distorted geometry. Source: the Open Molecules 2025 dataset; level of theory: ωB97M-V/def2-TZVPD.

Summary:
molar mass	852.4	g/mol
HOMO	-16.718	eV
electronic energy	-78944.298	eV
total charge	+3

Each line ends with the Löwdin charge.
Cartesian coordinates (Å):
W -0.107 -0.409 -1.019  2.121
C 6.408 -2.412 0.967  -0.007
C 5.138 -1.634 0.794  -0.220
C 4.582 -0.870 1.800  0.045
C 3.342 -0.185 1.716  -0.065
C 3.205 0.647 2.891  0.049
N 2.241 1.206 3.547  0.106
C 0.800 1.049 3.410  -0.128
C 0.325 -0.125 4.284  -0.121
C -1.198 -0.168 4.433  -0.107
N -1.773 0.195 3.136  0.068
C -2.785 0.964 2.893  0.061
C -2.988 1.572 1.622  -0.086
C -4.120 2.393 1.482  0.077
C -4.338 3.195 0.373  -0.214
C -5.581 4.024 0.223  -0.009
C -3.324 3.211 -0.573  0.078
C -2.201 2.378 -0.491  -0.143
C -1.145 2.533 -1.447  -0.043
N -0.161 1.743 -1.702  -0.033
C 0.858 2.353 -2.595  -0.162
C 0.953 1.630 -3.921  -0.130
C 1.731 0.332 -3.756  -0.145
N 1.778 -0.074 -2.325  -0.056
C 2.903 -0.517 -1.933  -0.038
C 3.289 -0.851 -0.582  -0.121
C 4.505 -1.515 -0.433  0.079
C 2.588 -0.291 0.501  -0.209
O 1.349 0.178 0.330  -0.203
C -2.024 1.505 0.578  -0.238
O -0.958 0.714 0.634  -0.263
H 6.850 -2.241 1.947  0.092
H 7.141 -2.138 0.208  0.102
H 6.217 -3.481 0.865  0.103
H 5.144 -0.780 2.723  0.135
H 4.164 0.849 3.358  0.158
H 2.536 1.738 4.359  0.184
H 0.590 0.911 2.352  0.091
H 0.342 1.986 3.729  0.152
H 0.764 -0.056 5.280  0.135
H 0.690 -1.062 3.851  0.124
H -1.549 0.542 5.180  0.143
H -1.525 -1.164 4.731  0.141
H -1.184 0.062 2.315  0.085
H -3.461 1.198 3.712  0.170
H -4.840 2.408 2.294  0.145
H -5.980 4.321 1.191  0.095
H -6.354 3.451 -0.292  0.104
H -5.389 4.924 -0.359  0.094
H -3.402 3.887 -1.418  0.149
H -1.169 3.481 -1.983  0.156
H 1.811 2.349 -2.064  0.133
H 0.587 3.395 -2.751  0.127
H 1.472 2.273 -4.630  0.135
H -0.047 1.455 -4.317  0.121
H 2.761 0.476 -4.078  0.132
H 1.306 -0.477 -4.341  0.122
H 3.706 -0.599 -2.664  0.161
H 4.980 -1.922 -1.320  0.154
N -1.035 -1.790 0.564  -0.026
C -1.178 -3.280 0.450  -0.149
C 0.103 -3.996 0.056  -0.055
C 0.858 -3.384 -1.072  -0.468
O 1.522 -3.885 -1.901  0.223
O 0.885 -1.957 -0.968  -0.292
H -0.469 -1.573 1.380  0.096
H -1.966 -1.408 0.711  0.111
H -1.960 -3.467 -0.276  0.117
H -1.508 -3.646 1.424  0.138
H -0.121 -5.029 -0.205  0.156
H 0.804 -4.023 0.899  0.146
O -0.923 -2.342 -4.770  -0.011
P -1.382 -1.990 -3.333  0.310
O -1.341 -3.047 -2.316  -0.206
O -0.456 -0.769 -2.935  -0.405
O -2.836 -1.334 -3.432  -0.177
P -3.287 -0.296 -2.273  0.325
O -3.134 1.098 -3.014  -0.075
O -4.565 -0.572 -1.652  -0.175
O -2.069 -0.291 -1.261  -0.435
H -1.458 -2.946 -5.307  0.138
H -3.937 1.369 -3.484  0.127

The ion C27H36N5O6S2 with charge +1 at a distorted geometry. Source: the Open Molecules 2025 dataset; level of theory: ωB97M-V/def2-TZVPD.

Summary:
molar mass	590.7	g/mol
HOMO	-10.038	eV
structure (SMILES)	CCOC(=O)N1CC[NH+](S(=O)(=O)c2ccc(C(=O)N(CCCN(C)C)c3nc4ccc(OC)cc4s3)cc2)CC1
electronic energy	-69982.975	eV
total charge	+1

Each line ends with the Löwdin charge.
Cartesian coordinates (Å):
C 6.794 -1.779 -5.715  -0.056
C 7.086 -3.118 -5.057  -0.193
O 5.982 -3.558 -4.248  0.004
C 5.918 -3.056 -3.015  -0.539
O 6.686 -2.271 -2.525  0.121
N 4.855 -3.583 -2.308  -0.043
C 3.756 -4.277 -2.927  -0.100
C 2.574 -3.316 -3.099  -0.121
N 2.210 -2.709 -1.805  -0.118
S 0.790 -1.449 -2.212  0.784
O 1.498 -0.534 -3.032  -0.225
O -0.180 -2.336 -2.748  -0.233
C 0.387 -0.829 -0.618  -0.317
C 1.007 0.328 -0.170  -0.044
C 0.649 0.830 1.064  0.012
C -0.353 0.202 1.811  -0.115
C -0.650 0.673 3.210  -0.388
O -0.113 0.143 4.152  0.128
N -1.489 1.749 3.317  -0.007
C -1.810 2.256 4.641  -0.136
C -3.307 2.199 4.975  -0.167
C -4.033 1.002 4.355  -0.213
N -3.303 -0.248 4.475  -0.275
C -3.915 -1.274 3.656  -0.108
C -3.196 -0.696 5.851  -0.082
C -2.052 2.295 2.198  -0.544
N -2.036 1.709 1.055  0.119
C -2.577 2.482 0.069  -0.295
C -2.697 2.142 -1.277  -0.002
C -3.272 3.040 -2.141  0.008
C -3.744 4.291 -1.700  -0.275
O -4.284 5.071 -2.659  -0.074
C -4.785 6.342 -2.308  -0.073
C -3.632 4.645 -0.360  -0.023
C -3.046 3.737 0.503  -0.438
S -2.767 3.909 2.216  1.148
C -0.912 -0.998 1.366  0.017
C -0.558 -1.509 0.135  -0.031
C 3.353 -2.032 -1.177  -0.115
C 4.533 -3.003 -1.030  -0.101
H 6.689 -1.004 -4.960  0.076
H 7.619 -1.515 -6.370  0.084
H 5.882 -1.834 -6.304  0.079
H 7.977 -3.048 -4.428  0.127
H 7.212 -3.907 -5.799  0.128
H 3.468 -5.123 -2.293  0.139
H 4.070 -4.657 -3.898  0.139
H 2.846 -2.497 -3.770  0.142
H 1.697 -3.824 -3.503  0.136
H 1.839 -3.434 -1.186  0.177
H 1.736 0.819 -0.793  0.124
H 1.116 1.728 1.437  0.138
H -1.244 1.626 5.328  0.120
H -1.452 3.287 4.725  0.125
H -3.807 3.104 4.625  0.080
H -3.401 2.179 6.060  0.112
H -4.173 1.189 3.285  0.110
H -5.038 0.934 4.808  0.130
H -4.944 -1.510 3.969  0.093
H -3.321 -2.185 3.728  0.083
H -3.941 -0.944 2.617  0.080
H -2.673 0.047 6.445  0.079
H -2.615 -1.616 5.875  0.090
H -4.179 -0.887 6.307  0.094
H -2.338 1.183 -1.617  0.109
H -3.380 2.810 -3.188  0.122
H -5.602 6.264 -1.584  0.099
H -5.164 6.772 -3.233  0.098
H -3.998 6.986 -1.905  0.098
H -3.981 5.593 0.014  0.108
H -1.644 -1.497 1.980  0.114
H -1.012 -2.404 -0.261  0.122
H 3.635 -1.203 -1.832  0.144
H 3.053 -1.639 -0.204  0.135
H 4.286 -3.800 -0.322  0.139
H 5.414 -2.464 -0.674  0.139